(1)
46
Properties=species:S:1:pos:R:3:lowdin_charge:R:1 method="wB97M-V/def2-TZVPD" e_above_lowest_ev=3.0425 multiplicity=1 total_charge=+2 e_homo_ev="-15.2 / -15.2" lumo_energy_ha="-0.34273 / -0.34268" gap_ev="5.84 / 5.84"
Ru 0.015 0.867 1.066 0.76
S 0.701 0.868 3.276 0.95
S -1.703 -0.601 1.719 0.93
S 0.229 0.319 -1.593 0.69
S -1.343 2.654 1.648 0.95
O 3.527 2.401 -0.321 0.25
O -1.041 0.323 -0.850 -0.41
O 1.594 2.121 0.835 -0.18
O 0.719 1.590 -2.018 -0.22
N 1.161 -0.167 -0.217 -0.19
C 0.315 -3.124 -3.533 0.00
C -2.668 1.891 2.652 -0.42
C -3.069 0.538 2.087 -0.43
C 0.178 -2.199 -2.523 -0.04
C 0.798 -3.745 -5.919 -0.02
C 2.492 0.153 -0.318 -0.11
C -1.081 -1.252 3.289 -0.45
C 0.386 -0.849 -2.826 -0.32
C 0.637 -2.723 -4.837 -0.22
C -0.265 3.461 2.861 -0.44
C -0.455 -0.217 4.197 -0.42
C 2.587 1.827 0.072 -0.53
C 0.706 -0.415 -4.113 -0.01
C 0.256 2.527 3.942 -0.40
C 0.824 -1.365 -5.107 0.01
H 0.859 0.636 -4.318 0.13
H 0.095 -4.567 -5.793 0.09
H 1.805 -4.165 -5.881 0.11
H -3.788 0.034 2.734 0.11
H -0.773 4.324 3.290 0.11
H -0.354 -2.001 2.971 0.10
H 1.152 2.940 4.402 0.10
H 1.066 -1.051 -6.113 0.13
H -3.522 2.567 2.605 0.11
H 0.550 3.824 2.233 0.08
H 0.122 -0.688 4.992 0.11
H -1.216 0.408 4.655 0.08
H 2.944 0.058 -1.303 0.14
H -1.892 -1.780 3.793 0.11
H -0.087 -2.511 -1.520 0.12
H -0.476 2.359 4.729 0.08
H 3.087 -0.284 0.482 0.14
H -3.543 0.656 1.110 0.10
H 0.657 -3.307 -6.905 0.09
H -2.345 1.836 3.687 0.07
H 0.162 -4.174 -3.322 0.13

=====

(2)
44
Properties=species:S:1:pos:R:3:lowdin_charge:R:1 method="wB97M-V/def2-TZVPD" e_above_lowest_ev=0.0000 s2=0.816 multiplicity=2 total_charge=+2 e_homo_ev="-15.5 / -15.9" lumo_energy_ha="-0.30936 / -0.29161" gap_ev="7.07 / 7.96"
V -0.683 0.875 0.292 0.89
Cl 0.826 -1.333 -1.091 0.56
N -1.210 3.608 3.801 0.18
N -0.298 2.620 4.064 -0.20
N -0.037 1.840 2.985 0.11
N 0.767 2.856 4.921 0.16
N -0.939 2.201 2.069 -0.09
C -1.068 2.418 -1.348 -0.10
C 3.143 -2.573 -2.531 -0.09
C -2.913 0.425 1.388 -0.05
C 1.760 -3.042 -2.114 -0.59
C -1.963 -0.505 1.908 -0.06
C -0.130 1.403 -1.723 -0.21
C 0.914 -3.421 -3.315 -0.09
C 0.873 2.758 -0.130 -0.05
C -1.388 -1.211 0.808 -0.17
C -1.625 3.264 2.586 -0.14
C -2.889 0.352 -0.040 -0.10
C -0.425 3.276 -0.406 -0.06
C -1.985 -0.702 -0.409 -0.20
C 1.067 1.594 -0.935 -0.17
C 1.822 -4.173 -1.103 -0.09
H -2.041 2.587 -1.811 0.14
H 2.335 -5.059 -1.529 0.12
H -0.677 -2.027 0.882 0.10
H 0.812 -4.497 -0.810 0.09
H 0.826 -2.584 -4.023 0.09
H -1.846 -1.099 -1.408 0.12
H 1.370 -4.269 -3.870 0.12
H 1.653 3.224 0.477 0.15
H 0.445 3.374 5.725 0.12
H -0.815 4.253 -0.090 0.14
H -0.092 -3.743 -3.008 0.09
H 3.735 -2.253 -1.660 0.09
H 1.969 0.994 -0.985 0.10
H -1.800 -0.763 2.953 0.14
H 2.380 -3.876 -0.203 0.09
H 3.707 -3.385 -3.029 0.12
H 3.078 -1.739 -3.247 0.09
H 1.212 1.976 5.131 0.11
H -2.398 3.829 2.099 0.13
H -3.654 0.983 1.967 0.14
H -0.264 0.666 -2.515 0.12
H -3.553 0.879 -0.723 0.14

=====

(3)
52
Properties=species:S:1:pos:R:3:lowdin_charge:R:1 method="wB97M-V/def2-TZVPD" e_above_lowest_ev=0.0000 s2=0.763 multiplicity=2 e_homo_ev="-8.5 / -8.5" lumo_energy_ha="-0.04509 / -0.01968" gap_ev="7.27 / 7.97"
Cr 0.499 -0.251 0.145 0.90
F 4.666 -0.290 -1.416 0.16
F 5.772 0.271 0.353 0.18
F 4.725 1.788 -0.786 0.15
O -2.662 -5.301 -0.718 0.17
O 3.497 0.201 1.706 0.10
O 0.908 -2.143 -0.104 -0.09
O 0.192 -0.287 -1.998 -0.27
O -3.737 -2.565 -0.220 0.12
O -1.292 -0.836 0.369 -0.12
O 2.333 0.371 -0.227 -0.10
O -2.483 1.106 -1.320 -0.21
O 0.282 -5.033 -1.008 0.15
N 0.826 -0.456 2.162 -0.01
N 0.031 1.786 0.105 -0.01
C -0.219 -2.785 -0.246 -0.26
C 4.675 0.517 -0.345 -0.55
C 3.398 0.325 0.503 -0.48
C -0.811 0.291 -2.849 -0.14
C 0.436 1.683 3.396 -0.18
C -0.482 -4.179 -0.656 -0.25
C -0.114 2.728 2.425 -0.18
C -2.202 0.145 -2.315 -0.19
C -1.384 -2.107 0.006 -0.27
C 0.000 0.241 3.178 -0.19
C 0.544 2.805 1.058 -0.20
C 1.363 -0.674 -2.752 -0.03
C -2.025 -4.306 -0.568 -0.22
C -3.745 0.843 -0.716 -0.07
C -2.579 -2.902 -0.234 -0.28
H -2.352 -0.868 -1.930 0.12
H 0.368 3.793 0.634 0.12
H 1.060 -1.366 -3.535 0.11
H 1.837 0.205 -3.191 0.11
H 1.532 1.730 3.397 0.12
H -1.197 2.589 2.301 0.12
H -2.888 0.284 -3.158 0.14
H 0.703 -1.461 2.262 0.12
H 0.389 2.020 -0.819 0.10
H -3.744 -0.136 -0.228 0.07
H -0.573 1.341 -3.045 0.14
H -1.041 0.189 2.856 0.12
H -0.982 1.841 -0.011 0.09
H -4.543 0.872 -1.464 0.10
H 1.828 -0.295 2.302 0.07
H -0.767 -0.245 -3.797 0.13
H 0.126 1.965 4.405 0.11
H 0.075 -0.298 4.121 0.12
H 1.623 2.676 1.145 0.12
H 0.008 3.710 2.886 0.11
H -3.926 1.625 0.019 0.09
H 2.052 -1.160 -2.077 0.08

=====

(4)
43
Properties=species:S:1:pos:R:3:lowdin_charge:R:1 method="wB97M-V/def2-TZVPD" e_above_lowest_ev=0.0000 multiplicity=1 total_charge=+1 smiles=CCCNc1c(F)n(CCN)c[n+]1COc1ccccc1 e_homo_ev=-12.2 lumo_energy_ha=-0.09898 gap_ev=9.48
F 3.141 -0.482 -1.651 0.18
O -1.817 1.919 -0.082 -0.03
N 2.133 1.100 -0.262 0.06
N 0.052 0.734 -0.729 0.07
N 0.308 -1.148 -2.370 0.06
N 4.759 0.715 2.106 0.01
C 1.653 -3.662 -1.042 -0.09
C 0.407 -3.597 -1.943 -0.23
C -0.377 -2.314 -1.732 -0.20
C -3.966 1.727 2.878 -0.06
C 2.074 0.089 -1.172 -0.20
C -2.961 1.723 0.711 -0.27
C -5.190 1.374 2.317 -0.07
C 0.873 1.484 -0.022 0.02
C -2.839 1.904 2.080 0.00
C -5.297 1.207 0.942 -0.06
C -1.412 0.782 -0.765 -0.12
C 4.479 0.819 0.656 -0.23
C 0.783 -0.179 -1.496 -0.17
C 3.302 1.750 0.368 -0.06
C -4.177 1.389 0.137 -0.01
H 4.336 -0.172 0.245 0.10
H -1.795 -0.129 -0.315 0.15
H 3.592 2.596 -0.243 0.14
H -3.860 1.867 3.940 0.11
H -6.030 1.251 2.978 0.11
H -0.456 -2.131 -0.661 0.11
H -0.298 -0.703 -3.048 0.13
H -1.715 0.791 -1.811 0.15
H 5.357 1.251 0.190 0.11
H 4.946 -0.252 2.336 0.07
H -6.244 0.946 0.505 0.11
H -0.249 -4.422 -1.695 0.11
H 2.947 2.136 1.315 0.12
H 3.947 0.964 2.659 0.06
H 1.807 -4.683 -0.715 0.07
H 2.541 -3.320 -1.562 0.07
H -4.255 1.285 -0.935 0.12
H -1.888 2.191 2.498 0.11
H 0.687 -3.654 -2.989 0.11
H 0.575 2.276 0.634 0.17
H 1.524 -3.050 -0.154 0.06
H -1.397 -2.373 -2.101 0.12

=====

(5)
43
Properties=species:S:1:pos:R:3:lowdin_charge:R:1 method="wB97M-V/def2-TZVPD" e_above_lowest_ev=0.3502 multiplicity=1 smiles="CCCC[C@H]1COCCS(=O)(=O)N1Cc1ccccc1F" e_homo_ev=-9.3 lumo_energy_ha=0.02854 gap_ev=10.03
S 2.031 1.132 -0.478 0.66
F -2.330 0.277 2.344 0.05
O 1.471 1.347 -1.787 -0.31
O 2.766 -2.033 0.676 -0.13
O 2.546 2.292 0.188 -0.29
N 0.958 0.440 0.591 -0.20
C -1.445 1.961 -0.734 -0.02
C 0.531 -0.945 0.469 -0.28
C -3.774 1.368 -0.778 -0.08
C 1.503 -1.839 1.265 -0.15
C 0.035 1.367 1.224 -0.12
C -1.303 1.409 0.533 -0.14
C -1.443 -3.200 -0.501 -0.27
C -3.661 0.813 0.484 -0.01
C 0.342 -1.431 -0.979 -0.14
C -2.430 0.839 1.113 -0.24
C -1.075 -1.931 -1.266 -0.20
C -2.667 1.939 -1.384 -0.07
C 3.377 -0.078 -0.650 -0.16
C -2.849 -3.673 -0.854 -0.11
C 3.595 -0.900 0.611 -0.23
H -2.755 2.369 -2.370 0.11
H -1.390 -3.017 0.574 0.10
H -3.579 -2.905 -0.608 0.07
H -1.792 -1.141 -1.029 0.10
H 4.617 -1.294 0.614 0.13
H -0.428 -1.015 0.990 0.14
H -0.578 2.387 -1.215 0.11
H 4.243 0.537 -0.877 0.11
H 0.520 2.344 1.185 0.12
H -3.100 -4.576 -0.303 0.07
H -2.924 -3.887 -1.918 0.07
H 1.621 -1.412 2.272 0.14
H 0.554 -0.606 -1.658 0.09
H 1.056 -2.233 -1.182 0.12
H -0.724 -3.987 -0.740 0.11
H 3.457 -0.256 1.490 0.13
H 3.139 -0.713 -1.498 0.11
H 1.081 -2.843 1.349 0.13
H -4.727 1.352 -1.285 0.10
H -1.156 -2.133 -2.336 0.12
H -4.502 0.358 0.982 0.12
H -0.087 1.075 2.273 0.13

=====

(6)
42
Properties=species:S:1:pos:R:3:lowdin_charge:R:1 method="wB97M-V/def2-TZVPD" e_above_lowest_ev=3.8655 multiplicity=1 smiles="CC(C)C[C@H](NC(=O)[C@@H](N)Cc1ccccc1)C(=O)O" e_homo_ev=-9.1 lumo_energy_ha=0.01028 gap_ev=9.40
O 4.509 2.496 0.281 0.15
O 2.451 2.955 -0.417 0.08
O 0.711 -0.182 1.573 0.06
N 1.484 0.748 -0.374 0.12
N -1.076 -0.299 -1.178 0.05
C 2.820 0.756 0.054 -0.26
C 3.733 -0.208 -0.641 -0.14
C 0.523 0.447 0.534 -0.39
C -0.951 0.629 -0.025 -0.29
C -6.057 0.286 -0.278 -0.12
C -5.289 -0.864 -0.361 -0.13
C -5.517 1.511 0.075 -0.04
C -4.073 1.539 0.497 -0.05
C 2.282 -2.339 -0.780 -0.08
C 3.445 -1.778 1.312 -0.07
C 3.429 2.125 -0.011 -0.50
C -1.971 0.247 1.085 -0.10
C -4.077 -0.849 0.167 -0.05
C -3.485 0.401 0.691 -0.21
C 3.497 -1.631 -0.230 -0.44
H 2.642 -1.190 1.692 0.03
H -1.229 1.595 -0.407 0.12
H -1.535 1.022 1.899 0.16
H -5.622 -1.702 -0.930 0.10
H -0.319 -0.033 -1.755 0.03
H -3.499 -1.755 0.064 0.11
H -6.175 2.398 -0.171 0.11
H 4.781 -0.024 -0.233 0.14
H -7.112 0.283 -0.644 0.11
H 2.713 3.945 -0.484 0.18
H -3.613 2.422 0.755 0.08
H 3.324 -2.879 1.660 0.11
H 2.330 -3.475 -0.409 0.13
H 3.930 -0.036 -1.704 0.13
H 2.405 -2.156 -1.809 0.06
H 2.782 0.571 1.111 0.15
H 1.124 1.324 -1.100 0.14
H -1.937 -0.108 -1.797 0.12
H 4.367 -1.465 1.768 0.07
H -1.661 -0.673 1.534 0.09
H 4.532 -2.081 -0.686 0.17
H 1.383 -1.973 -0.327 0.05

=====

no.,DFT total energy (Eh)
1,-2626.9337
2,-2262.0326
3,-2715.5622
4,-978.6375
5,-1363.2763
6,-919.9366